Record 1
Molecular formula: C5H9NO
Method: DFT, the ωB97M-V functional and the def2-TZVPD basis

The energy comes out at -8866.925 eV. The calculation puts the energy relative to the best compared isomer or geometry (same formula, charge and spin) at 2.287 eV. The gap between HOMO and LUMO comes out at 10.16 eV. For the LUMO energy, the calculation gives 0.86 eV. Its total charge is 0. Its SMILES is CC1(C)CNC1=O.

Last columns: bonded neighbours and bond lengths (Å).
CARTESIAN COORDINATES (ANGSTROEM)
1 O -2.48 -1.31 0.08  C6 1.187
2 N -2.02 0.96 0.09  C6 1.348, C7 1.447, H10 0.995
3 C 0.56 -0.63 1.19  C5 1.442, H9 1.046, H11 1.131, H13 1.097
4 C 0.54 -0.81 -1.21  C5 1.504, H12 1.034, H14 1.065, H15 1.051
5 C -0.18 -0.28 0.00  C3 1.442, C4 1.504, C6 1.596, C7 1.872
6 C -1.77 -0.36 0.05  O1 1.187, N2 1.348, C5 1.596
7 C -0.71 1.50 -0.20  N2 1.447, C5 1.872, H8 1.061, H16 1.061
8 H -0.44 2.14 0.60  C7 1.061
9 H 0.72 -1.66 1.09  C3 1.046
10 H -2.80 1.58 0.11  N2 0.995
11 H 1.59 -0.18 1.26  C3 1.131
12 H -0.07 -1.62 -1.46  C4 1.034
13 H -0.01 -0.39 2.10  C3 1.097
14 H 1.51 -1.14 -0.93  C4 1.065
15 H 0.61 -0.15 -2.02  C4 1.051
16 H -0.57 1.75 -1.22  C7 1.061



Record 2
Molecular formula: C5H10O2
Method: DFT, the ωB97M-V functional and the def2-TZVPD basis

The energy comes out at -9439.078 eV. The calculation puts the energy relative to the best compared isomer or geometry (same formula, charge and spin) at 3.965 eV. The gap between HOMO and LUMO comes out at 9.75 eV. For the LUMO energy, the calculation gives 0.77 eV. Its total charge is 0. Its SMILES is CC(=O)O.C=CC.

Last columns: bonded neighbours and bond lengths (Å).
CARTESIAN COORDINATES (ANGSTROEM)
1 O -0.65 -1.50 0.04  C7 1.137
2 O -1.25 0.56 -0.38  C7 1.309, H16 0.917
3 C 1.71 0.67 -1.54  C6 1.494, H8 1.127, H12 1.131, H13 1.084
4 C 1.64 -0.41 0.66  C6 1.432, H10 1.033, H14 1.104
5 C -2.37 -0.58 1.27  C7 1.486, H11 1.079, H15 1.094, H17 1.070
6 C 1.85 0.81 -0.06  C3 1.494, C4 1.432, H9 1.307
7 C -1.28 -0.58 0.26  O1 1.137, O2 1.309, C5 1.486
8 H 2.60 0.27 -2.12  C3 1.127
9 H 1.60 1.96 0.52  C6 1.307
10 H 1.36 -1.37 0.42  C4 1.033
11 H -3.13 -0.30 0.55  C5 1.079
12 H 0.86 -0.05 -1.70  C3 1.131
13 H 1.29 1.56 -1.99  C3 1.084
14 H 1.54 -0.41 1.76  C4 1.104
15 H -2.56 -1.61 1.58  C5 1.094
16 H -0.82 0.73 -1.17  O2 0.917
17 H -2.38 0.27 1.91  C5 1.070



- What is the formula in the second record?
  C5H10O2



- What is the LUMO energy in the second record?
  0.77 eV



- Which of these has the lowest energy?
  C5H10O2